Entry 1:
{"formula": "C4H12NO2S", "method": "ωB97M-V/def2-TZVPD", "species": ["C", "N", "C", "O", "C", "C", "S", "H", "H", "H", "H", "H", "H", "H", "H", "H", "H", "H", "H", "O"], "positions_angstrom": [[0.536516, 0.575687, 0.852599], [-0.671800, 0.833349, 0.065663], [-0.645301, 0.267416, -1.419037], [-0.110323, 1.134839, -2.310167], [0.849911, -0.821308, 1.041051], [1.879353, -1.324488, 2.057116], [1.217097, -1.435283, 3.764223], [1.421923, 1.116771, 0.618885], [0.411863, 0.970721, 1.979614], [-1.437146, 0.345229, 0.718613], [0.049672, -0.698682, -1.359719], [-1.650784, 0.009249, -1.799598], [0.960549, -1.228481, 0.154426], [-0.141200, -1.427866, 1.283498], [2.808876, -0.714478, 2.008589], [2.460826, -2.308212, 1.813306], [-0.599649, 1.897107, -2.080766], [-3.544363, 2.644572, -6.333310], [-2.731837, 1.320460, -6.494173], [-3.452497, 1.742769, -5.988201]], "forces_ev_per_a": [[-0.5, 2.0, 4.0], [-2.0, -1.2, -0.4], [0.8, -3.6, 3.5], [1.4, 0.2, -0.6], [-2.4, -3.2, 3.7], [2.0, -0.6, 0.3], [0.2, 0.2, -0.2], [0.6, 0.7, -1.2], [-0.4, -0.5, -2.3], [1.8, 1.2, -2.6], [-1.6, 1.9, -0.6], [0.1, -0.2, 1.0], [1.6, -2.1, -4.7], [1.4, 1.4, 0.2], [-0.6, 0.6, 0.2], [-1.8, 1.0, -0.2], [-0.5, 2.1, -0.1], [0.2, -0.5, 0.1], [-0.5, 0.5, 0.4], [0.3, 0.0, -0.4]], "total_charge": -1, "gap_ev": 4.55}


Entry 2:
{"formula": "C43H54N2OReS3Sb2", "method": "ωB97M-V/def2-TZVPD", "species": ["Re", "C", "C", "C", "C", "C", "C", "C", "C", "C", "S", "C", "N", "H", "H", "H", "H", "H", "H", "H", "H", "C", "Sb", "C", "C", "C", "C", "C", "C", "C", "C", "C", "Sb", "C", "C", "H", "H", "H", "H", "H", "H", "H", "H", "H", "H", "H", "H", "H", "H", "H", "H", "H", "H", "H", "H", "C", "C", "C", "C", "C", "C", "C", "C", "S", "C", "N", "C", "C", "C", "C", "C", "C", "C", "C", "H", "H", "H", "H", "H", "H", "H", "H", "H", "H", "H", "H", "H", "H", "H", "H", "C", "C", "S", "O", "C", "C", "H", "H", "H", "H", "H", "H", "H", "H", "H", "H"], "positions_angstrom": [[0.438570, 0.982323, -0.245236], [2.664191, -0.884319, -2.525388], [1.731343, -1.812582, -1.823455], [1.582946, -3.123919, -2.321337], [0.915810, -4.058147, -1.583710], [0.386205, -3.694424, -0.328544], [-0.162401, -4.633528, 0.567305], [-0.682578, -4.221868, 1.769021], [-0.774882, -2.860159, 2.057063], [-0.277005, -1.909536, 1.182964], [-0.592762, -0.238538, 1.536592], [0.410706, -2.313026, 0.007725], [1.095005, -1.409869, -0.738022], [3.670375, -1.304326, -2.505996], [2.681625, 0.089517, -2.033085], [2.402700, -0.771438, -3.576383], [2.026349, -3.375503, -3.272140], [0.804080, -5.076649, -1.927211], [-0.151662, -5.676536, 0.290944], [-1.057636, -4.937848, 2.483643], [-1.264195, -2.528174, 2.959822], [1.623534, 1.893262, 3.782585], [1.543580, 2.498167, 1.724359], [3.562192, 3.146274, 1.388053], [0.692723, 4.486683, 2.164539], [-0.598612, 4.438120, 2.889955], [-0.616105, 4.464647, 4.283655], [-1.798205, 4.374792, 4.993126], [-3.005136, 4.266259, 4.316993], [-3.011154, 4.282857, 2.936045], [-1.826339, 4.381264, 2.209580], [-1.903697, 4.467217, 0.731064], [-1.725688, 2.541881, -0.283350], [-2.275986, 3.184584, -2.250015], [-3.497965, 1.549130, 0.398339], [0.653613, 1.526838, 4.111485], [1.898114, 2.778833, 4.352743], [2.381108, 1.128361, 3.914225], [3.576349, 4.222161, 1.239133], [3.978423, 2.651009, 0.516314], [4.140967, 2.899486, 2.267238], [0.628503, 5.040262, 1.230925], [1.464570, 4.938325, 2.783102], [0.312244, 4.592907, 4.819019], [-1.783756, 4.399977, 6.070920], [-3.930840, 4.179773, 4.863732], [-3.951777, 4.253112, 2.403190], [-1.153286, 5.129588, 0.299758], [-2.893283, 4.800199, 0.419503], [-3.134504, 3.842511, -2.158321], [-2.544252, 2.328917, -2.861849], [-1.450925, 3.723043, -2.709950], [-4.335527, 2.229851, 0.269438], [-3.393114, 1.283608, 1.448232], [-3.661446, 0.653850, -0.197389], [-3.811718, -3.068578, 0.032012], [-3.770422, -3.513333, -1.429643], [-3.212773, -4.944100, -1.510685], [-5.204091, -3.483651, -1.978341], [-2.876880, -2.618824, -2.267495], [-2.819129, -2.860987, -3.648517], [-2.045259, -2.107026, -4.498695], [-1.298397, -1.079757, -3.949797], [-0.278636, 0.058141, -4.774843], [0.094559, 0.774213, -3.250583], [-0.492972, 0.222147, -2.205898], [-1.307877, -0.823702, -2.567226], [-2.109880, -1.597545, -1.731424], [0.979588, 1.893064, -3.092744], [1.583816, 2.510989, -4.187830], [2.349525, 3.641781, -3.996993], [2.521640, 4.135406, -2.709838], [1.951545, 3.492194, -1.620793], [1.198800, 2.326037, -1.759832], [-4.496947, -3.697441, 0.592175], [-4.168588, -2.043846, 0.108330], [-2.829469, -3.147840, 0.490565], [-3.804942, -5.607999, -0.886344], [-2.180565, -4.969984, -1.163545], [-3.241166, -5.327975, -2.527316], [-5.832313, -4.142562, -1.383629], [-5.246693, -3.819471, -3.009581], [-5.611549, -2.475791, -1.926763], [-3.408273, -3.658976, -4.067096], [-2.027943, -2.292288, -5.559981], [-2.122838, -1.368824, -0.677915], [1.439466, 2.096346, -5.175481], [2.795385, 4.145555, -4.837568], [3.108324, 5.027713, -2.554082], [2.098352, 3.931484, -0.637781], [4.070660, -3.594124, 0.738374], [4.116102, -2.081018, 0.706873], [2.709772, -1.397314, 1.662951], [2.625378, 0.045419, 1.227411], [3.469147, -1.372613, 3.336243], [4.696193, -0.486306, 3.422444], [4.952336, -4.000554, 0.247757], [3.189618, -3.968515, 0.220524], [4.049920, -3.968465, 1.758932], [3.980388, -1.700140, -0.302154], [5.038214, -1.677385, 1.110935], [3.683830, -2.414806, 3.559593], [2.667270, -1.040967, 3.996363], [5.607023, -1.038296, 3.209544], [4.796835, -0.063088, 4.420122], [4.614519, 0.334404, 2.708319]], "forces_ev_per_a": [[-0.1, -1.4, -0.9], [0.0, 0.2, 0.1], [0.0, -0.1, -0.1], [-0.1, -0.2, 0.1], [0.1, 0.2, 0.0], [0.0, 0.5, 0.0], [-0.1, 0.1, 0.3], [0.2, -0.4, -0.3], [0.2, 0.5, -0.4], [-0.2, -0.6, 0.0], [-0.3, 0.6, 0.1], [-0.6, -0.9, 0.3], [0.0, 0.9, 0.0], [0.1, 0.0, 0.0], [0.1, -0.1, -0.1], [0.0, 0.1, 0.0], [0.1, 0.0, -0.1], [0.1, -0.1, -0.1], [0.0, -0.1, 0.0], [-0.1, -0.1, 0.0], [-0.1, 0.0, 0.1], [-0.1, 0.0, -0.5], [0.3, 0.7, 0.8], [-0.4, -0.2, -0.2], [0.3, -0.5, -0.4], [-0.5, -0.1, 0.1], [0.0, 0.0, -0.1], [-0.2, 0.0, 0.0], [0.1, -0.1, 0.1], [0.1, 0.0, 0.0], [0.1, -0.1, 0.4], [0.3, -0.5, -0.4], [-0.8, 0.7, -0.2], [0.2, -0.2, 0.2], [0.3, 0.2, -0.1], [0.0, 0.0, 0.0], [0.0, 0.0, 0.0], [0.0, 0.0, -0.1], [-0.1, 0.1, 0.0], [0.0, -0.1, 0.0], [0.1, -0.1, 0.2], [0.1, 0.1, -0.1], [0.1, 0.1, 0.0], [0.2, 0.0, 0.1], [0.0, 0.0, 0.1], [-0.1, 0.1, 0.0], [-0.1, 0.0, 0.0], [-0.1, 0.0, -0.1], [0.0, 0.0, -0.1], [-0.1, 0.1, 0.1], [0.0, -0.1, 0.0], [0.1, 0.0, 0.0], [0.0, 0.1, 0.0], [0.1, 0.0, 0.0], [0.1, 0.0, 0.0], [0.1, -0.1, -0.3], [-0.1, -0.1, 0.2], [-0.1, 0.2, 0.1], [0.2, 0.0, 0.1], [0.0, 0.1, 0.0], [0.1, 0.1, -0.1], [-0.1, 0.0, 0.0], [0.1, 0.2, 0.3], [-0.1, 0.0, 0.5], [-0.3, -0.4, -0.3], [0.7, 1.1, 0.5], [-0.5, -0.7, -0.7], [0.0, 0.1, 0.0], [0.5, 0.5, 0.3], [-0.3, -0.2, 0.2], [0.1, 0.0, 0.1], [-0.1, 0.1, 0.0], [0.0, 0.1, 0.2], [-0.2, -0.2, 0.1], [-0.1, -0.1, 0.1], [0.0, 0.2, 0.1], [0.1, 0.1, 0.1], [-0.1, -0.1, 0.1], [0.0, 0.0, 0.0], [0.0, 0.0, -0.1], [-0.1, 0.0, 0.0], [-0.1, 0.0, -0.1], [-0.1, 0.1, 0.0], [-0.1, -0.1, -0.1], [0.0, -0.1, -0.1], [0.0, 0.0, 0.1], [0.0, 0.1, -0.2], [0.1, 0.0, -0.1], [0.0, 0.1, 0.0], [0.1, 0.0, -0.1], [0.0, -0.1, 0.0], [-0.4, 0.0, 0.3], [1.1, -0.6, 0.5], [0.1, 0.9, -0.2], [-0.1, 0.1, -0.5], [0.0, 0.1, 0.0], [0.0, -0.1, 0.0], [0.0, 0.0, 0.0], [0.1, -0.1, 0.1], [-0.1, 0.1, 0.0], [0.1, 0.1, 0.0], [-0.1, -0.1, 0.1], [-0.1, -0.1, -0.1], [0.1, 0.0, 0.0], [0.0, 0.0, 0.0], [0.0, 0.1, 0.1]], "spin_multiplicity": 4, "total_charge": 2, "gap_ev": [7.05, 6.24]}